Molecular formula: C40H50ClHfN10O5
Method: DFT, ωB97M-V/def2-TZVPD

The geometry in ORCA input format:
```
! RIJCOSX wB97M-V def2-TZVPD def2/J DEFGRID3
* xyz 1 1
Hf 0.439 0.324 0.420
N 2.088 -1.628 0.877
C 3.438 -1.163 1.244
C 3.294 -0.130 2.341
N 2.286 0.870 1.950
H 1.744 -2.289 1.567
H 2.125 -2.118 -0.009
H 3.894 -0.726 0.357
H 4.082 -1.980 1.575
H 4.258 0.327 2.570
H 2.943 -0.627 3.244
H 2.735 1.599 1.385
H 1.925 1.329 2.778
O -2.157 -3.870 -4.886
C -0.738 -3.769 -4.995
C -0.244 -3.008 -3.795
C 0.591 -1.909 -3.919
C 0.909 -1.180 -2.786
N 0.469 -1.498 -1.570
C -0.296 -2.585 -1.435
C -0.677 -3.360 -2.523
C -0.800 -2.852 -0.064
C -1.331 -4.080 0.283
C -1.868 -4.268 1.553
C -2.451 -5.607 1.931
O -3.339 -6.095 0.942
C -1.865 -3.186 2.413
C -1.308 -1.986 1.999
N -0.750 -1.817 0.796
H -2.476 -4.514 -5.527
H -0.453 -3.245 -5.911
H -0.281 -4.763 -5.014
H 0.954 -1.584 -4.886
H 1.505 -0.281 -2.845
H -1.356 -4.193 -2.403
H -1.347 -4.899 -0.422
H -2.924 -5.549 2.914
H -1.647 -6.343 1.994
H -4.141 -5.563 0.951
H -2.297 -3.253 3.404
H -1.313 -1.110 2.632
Cl 1.621 5.161 -2.986
C 1.134 4.613 -1.422
C 0.961 5.503 -0.376
C 0.562 4.992 0.847
C 0.362 3.628 0.976
N 0.559 2.775 -0.031
C 0.931 3.264 -1.214
H 1.127 6.561 -0.523
H 0.395 5.643 1.693
H -0.004 3.184 1.892
H 1.082 2.559 -2.019
O 5.389 3.097 -1.810
C 5.268 1.880 -2.355
C 6.177 1.525 -3.356
C 6.129 0.272 -3.926
C 5.177 -0.664 -3.517
C 4.259 -0.304 -2.554
C 4.268 0.967 -1.973
C 3.267 1.347 -0.942
O 3.495 2.318 -0.196
O 2.196 0.635 -0.852
H 4.747 3.141 -1.066
H 6.921 2.252 -3.650
H 6.850 0.008 -4.688
H 5.168 -1.659 -3.943
H 3.525 -1.020 -2.210
C 0.936 2.072 4.540
C -0.074 0.949 4.801
C 0.448 -0.458 4.519
C -1.424 1.266 4.177
C -2.396 1.659 5.094
C -3.674 2.012 4.716
C -3.978 1.947 3.371
C -3.054 1.558 2.406
C -3.606 1.531 0.987
C -3.687 0.121 0.397
C -2.943 2.557 0.071
C -1.709 1.231 2.776
N -0.754 0.881 1.839
H 1.931 1.821 4.917
H 0.610 2.985 5.039
H 1.009 2.316 3.477
H -0.249 0.959 5.879
H 0.537 -0.654 3.453
H -0.236 -1.198 4.942
H 1.420 -0.604 4.999
H -2.130 1.683 6.146
H -4.413 2.315 5.446
H -4.980 2.200 3.045
H -4.647 1.850 1.085
H -2.703 -0.325 0.287
H -4.177 0.144 -0.582
H -4.279 -0.522 1.053
H -1.876 2.378 -0.013
H -3.089 3.561 0.475
H -3.382 2.531 -0.931
N -3.122 -0.918 -3.526
C -3.026 0.351 -3.954
N -3.702 0.709 -5.052
N -2.316 1.283 -3.349
C -1.567 0.986 -2.336
N -0.881 0.812 -1.419
H -3.415 -1.661 -4.143
H -2.549 -1.201 -2.747
H -4.369 0.096 -5.485
H -3.671 1.675 -5.328
*
```

Relative energy (zero: lowest compared OMol25 entry of this formula, charge and spin)   0.274 eV

=====

Molecular formula: C40H50GeKN3O3S4
Method: DFT, ωB97M-V/def2-TZVPD

The geometry in ORCA input format:
```
! RIJCOSX wB97M-V def2-TZVPD def2/J DEFGRID3
* xyz -2 1
K -0.247 -2.081 -0.240
C 3.322 -3.548 0.744
C 1.957 -3.181 1.282
C 1.749 -1.937 1.818
C 0.439 -1.485 2.479
C -0.499 -2.685 2.596
C -0.276 -3.880 1.994
C 0.939 -4.182 1.265
H 3.243 -4.223 -0.120
H 3.911 -4.078 1.500
H 3.889 -2.659 0.448
H 2.567 -1.216 1.841
H 0.692 -1.159 3.503
H -1.414 -2.510 3.153
H -1.039 -4.656 2.070
H 1.151 -5.187 0.913
C -6.250 -1.732 -0.987
C -5.349 -0.529 -0.720
S -3.632 -0.947 -0.270
C -2.727 -0.102 -1.589
C -2.944 -0.614 -3.007
S -2.225 -2.262 -3.326
C -3.684 -3.257 -3.703
C -4.632 -3.514 -2.523
S -6.114 -2.482 -2.628
H -7.299 -1.431 -0.917
H -6.093 -2.505 -0.234
H -5.763 0.027 0.125
H -5.351 0.145 -1.579
H -1.674 -0.202 -1.327
H -2.958 0.964 -1.533
H -2.479 0.082 -3.709
H -4.002 -0.676 -3.259
H -3.282 -4.202 -4.071
H -4.212 -2.791 -4.536
H -4.134 -3.276 -1.585
H -4.936 -4.560 -2.500
N 1.275 -3.423 -3.359
C 2.237 -2.470 -3.622
C 2.125 -1.600 -4.712
C 3.093 -0.639 -4.945
C 4.188 -0.539 -4.097
C 4.330 -1.422 -3.038
C 3.366 -2.382 -2.801
S 5.374 0.736 -4.329
O 6.520 0.409 -3.536
O 5.511 1.003 -5.728
O 4.663 1.999 -3.740
H 0.337 -3.172 -3.637
H 1.297 -3.770 -2.408
H 1.257 -1.670 -5.359
H 2.998 0.047 -5.777
H 5.190 -1.339 -2.384
H 3.454 -3.040 -1.944
N 3.296 1.487 -1.288
C 1.976 2.041 -1.652
C 0.799 1.161 -1.266
N 0.764 -0.107 -2.022
H 4.352 1.855 -2.791
H 3.292 0.490 -1.481
H 3.413 1.550 -0.280
H 1.966 2.199 -2.739
H 1.886 3.027 -1.191
H -0.139 1.695 -1.446
H 0.787 0.894 -0.195
H 1.637 -0.610 -1.905
H 0.683 0.090 -3.014
C -0.286 -0.359 1.657
Ge -0.347 1.273 2.487
C -1.149 2.676 1.302
C -2.404 2.395 0.748
C -3.038 3.276 -0.123
C -2.429 4.477 -0.474
C -1.194 4.790 0.080
C -0.576 3.904 0.959
C -1.382 1.752 4.196
C -2.628 1.155 4.402
C -3.417 1.455 5.507
C -2.965 2.362 6.460
C -1.724 2.964 6.285
C -0.952 2.662 5.165
C 1.491 1.954 3.061
C 2.386 2.630 2.214
C 3.741 2.752 2.498
C 4.272 2.167 3.645
C 3.417 1.488 4.502
C 2.057 1.402 4.221
H -2.876 1.448 0.991
H -4.013 3.024 -0.532
H -2.916 5.164 -1.158
H -0.711 5.730 -0.169
H 0.375 4.192 1.398
H -2.973 0.416 3.678
H -4.383 0.973 5.634
H -3.570 2.594 7.330
H -1.356 3.670 7.024
H 0.010 3.153 5.040
H 2.018 3.066 1.289
H 4.389 3.302 1.820
H 5.332 2.239 3.861
H 3.811 1.016 5.397
H 1.417 0.869 4.919
*
```

=====

Molecular formula: C40H51BrNPS2SiTi
Method: DFT, ωB97M-V/def2-TZVPD

The geometry in ORCA input format:
```
! RIJCOSX wB97M-V def2-TZVPD def2/J DEFGRID3
* xyz 2 1
Ti -1.723 -0.279 -1.140
C 0.211 -3.381 1.975
C 0.161 -2.233 2.946
C 0.867 -2.307 4.144
C 0.815 -1.281 5.074
C 0.042 -0.152 4.834
C -0.676 -0.058 3.656
C -0.608 -1.085 2.713
P -1.619 -1.020 1.232
C -2.250 0.578 0.758
C -1.152 1.591 0.916
C -1.349 2.909 0.773
C -2.569 3.453 0.110
C -4.669 3.550 0.713
C -3.598 1.217 1.071
C -4.827 0.316 0.996
C -2.906 -2.251 1.321
C -3.427 -2.790 2.492
C -4.504 -3.657 2.406
C -5.044 -3.970 1.162
C -4.497 -3.452 -0.003
C -3.399 -2.600 0.066
C -2.721 -2.041 -1.140
H 1.172 -3.890 2.032
H 0.066 -3.056 0.942
H -0.565 -4.115 2.202
H 1.468 -3.185 4.345
H 1.375 -1.367 5.997
H -0.007 0.644 5.565
H -1.288 0.815 3.468
H -0.173 1.259 1.242
H -0.540 3.599 0.985
H -2.236 3.691 -0.909
H -5.420 3.427 1.481
H -5.734 0.905 1.143
H -4.805 -0.451 1.767
H -4.904 -0.187 0.030
H -3.007 -2.522 3.455
H -4.931 -4.082 3.304
H -5.890 -4.642 1.101
H -4.908 -3.729 -0.966
H -3.364 -2.031 -2.026
H -1.803 -2.604 -1.409
S -2.097 0.054 -3.800
C -3.121 1.175 -3.144
N -3.235 1.114 -1.772
C -3.895 2.119 -1.257
C -3.787 2.426 0.166
C -3.525 4.517 0.624
C -4.754 4.626 -0.329
C -4.743 4.298 -1.762
C -4.377 3.075 -2.203
S -4.010 2.487 -3.835
H -3.523 1.620 2.089
H -3.301 5.377 1.237
H -5.372 5.473 -0.066
H -5.013 5.082 -2.461
C 2.973 -2.333 -3.172
C 3.712 -1.846 -1.916
C 5.227 -1.821 -2.213
C 3.456 -2.881 -0.813
Si 3.235 -0.090 -1.367
Br 0.765 -0.144 -1.685
C 3.392 0.293 0.492
C 2.994 1.741 0.813
C 2.523 -0.614 1.370
C 4.867 0.091 0.894
C 3.658 1.325 -2.566
C 3.650 0.861 -4.029
C 5.087 1.791 -2.212
C 2.708 2.530 -2.476
H 3.363 -3.321 -3.433
H 3.116 -1.690 -4.035
H 1.902 -2.445 -3.000
H 5.549 -2.839 -2.449
H 5.823 -1.485 -1.362
H 5.473 -1.199 -3.074
H 3.720 -3.870 -1.198
H 2.404 -2.915 -0.519
H 4.063 -2.710 0.075
H 1.958 1.951 0.531
H 3.635 2.477 0.331
H 3.080 1.893 1.892
H 1.464 -0.524 1.126
H 2.641 -0.309 2.415
H 2.794 -1.663 1.302
H 5.553 0.716 0.320
H 5.186 -0.948 0.798
H 4.981 0.367 1.946
H 4.394 0.094 -4.235
H 3.890 1.719 -4.663
H 2.670 0.491 -4.339
H 5.818 0.981 -2.243
H 5.143 2.268 -1.233
H 5.398 2.533 -2.952
H 1.707 2.279 -2.827
H 3.092 3.315 -3.132
H 2.629 2.951 -1.477
*
```

Relative energy (zero: lowest compared OMol25 entry of this formula, charge and spin)   3.309 eV

=====

Molecular formula: C40H51ClF5N10NaO5S2Te
Method: DFT, ωB97M-V/def2-TZVPD

The geometry in ORCA input format:
```
! RIJCOSX wB97M-V def2-TZVPD def2/J DEFGRID3
* xyz -2 1
Na 0.598 0.356 -2.621
C -4.378 2.021 -1.179
C -3.184 2.770 -0.725
N -3.165 3.663 0.213
N -1.854 4.055 0.259
C -1.046 3.408 -0.600
S 0.596 3.574 -0.775
N -1.931 2.580 -1.254
N -1.587 1.743 -2.303
H -5.245 2.379 -0.631
H -4.251 0.954 -0.994
H -4.538 2.157 -2.250
H -1.537 4.727 0.934
H -1.930 2.097 -3.194
H -1.865 0.779 -2.135
C 2.442 -4.106 -1.948
C 2.377 -4.508 -3.423
C 2.973 -3.458 -4.332
C 4.153 -3.714 -5.021
C 4.760 -2.737 -5.795
C 4.199 -1.471 -5.850
C 3.034 -1.169 -5.155
C 2.593 0.279 -5.097
C 0.529 0.193 -6.230
C 2.390 -2.183 -4.431
N 1.179 -1.900 -3.773
C 0.125 -2.442 -4.271
C -1.212 -2.248 -3.811
C -2.336 -2.960 -4.265
C -3.413 -2.497 -3.512
C -2.873 -1.523 -2.655
N -1.553 -1.363 -2.824
H 2.063 -4.905 -1.308
H 1.835 -3.218 -1.768
H 3.472 -3.893 -1.651
H 1.338 -4.708 -3.691
H 2.926 -5.441 -3.574
H 4.601 -4.699 -4.944
H 5.671 -2.956 -6.338
H 4.678 -0.688 -6.429
H 3.021 0.833 -5.942
H 2.997 0.756 -4.207
H 0.870 0.853 -7.034
H -0.530 0.360 -6.060
H 0.710 -0.852 -6.511
H 0.222 -3.109 -5.139
H -2.343 -3.718 -5.036
H -4.444 -2.814 -3.566
H -3.410 -0.954 -1.904
F -1.025 2.467 -5.089
Te 0.541 3.365 -4.096
F 2.516 2.722 -3.672
F 1.363 5.082 -4.036
F 1.107 3.480 -5.903
F -1.007 4.532 -3.677
O 1.201 0.509 -5.026
C -0.195 2.328 5.594
C -0.828 2.610 4.225
C -1.856 3.740 4.386
C 0.277 3.104 3.285
C -1.504 1.330 3.637
O -2.093 1.618 2.365
C -2.601 0.772 4.560
C -3.297 -0.477 3.975
C -3.136 -1.723 4.813
C -2.553 -2.870 4.282
C -2.426 -4.025 5.045
C -2.887 -4.027 6.348
Cl -2.741 -5.477 7.314
C -3.459 -2.897 6.907
C -3.576 -1.754 6.134
C -0.437 0.219 3.376
N -0.350 -0.174 1.986
C 0.160 0.525 0.973
N -0.115 -0.063 -0.178
C -0.802 -1.170 0.212
N -0.980 -1.272 1.511
H 0.337 3.222 5.926
H 0.547 1.528 5.552
H -0.947 2.089 6.351
H -1.345 4.636 4.746
H -2.634 3.497 5.111
H -2.336 4.008 3.439
H 0.631 4.082 3.622
H -0.072 3.195 2.257
H 1.155 2.458 3.308
H -2.767 2.297 2.478
H -3.340 1.556 4.736
H -2.162 0.535 5.531
H -2.920 -0.673 2.972
H -4.366 -0.282 3.858
H -2.169 -2.840 3.269
H -1.963 -4.911 4.633
H -3.803 -2.916 7.933
H -4.019 -0.865 6.570
H -0.674 -0.683 3.936
H 0.552 0.517 3.713
H 0.714 1.440 1.099
H -1.172 -1.900 -0.489
N 2.906 -0.027 -1.557
C 3.130 0.183 -0.178
C 3.017 -0.878 0.718
C 3.117 -0.659 2.082
C 3.349 0.620 2.574
C 3.480 1.675 1.681
C 3.367 1.463 0.313
S 3.483 0.872 4.343
O 2.337 0.138 4.891
O 4.766 0.305 4.720
O 3.376 2.316 4.524
H 3.444 0.605 -2.137
H 3.058 -0.988 -1.835
H 2.813 -1.875 0.340
H 3.004 -1.479 2.780
H 3.649 2.671 2.071
H 3.430 2.293 -0.382
*
```

=====

Number 1: lowest unoccupied orbital energy -2.95 eV. Number 2: lowest unoccupied orbital energy 3.28 eV. Number 3: lowest unoccupied orbital energy -6.95 eV. Number 4: lowest unoccupied orbital energy 3.34 eV.